No. 1
C17H38AlF2N2O | ωB97M-V/def2-TZVPD

Results
Net charge: -1
Highest occupied orbital energy (Ha): -0.0853
Molecular weight (u): 351.5
Gap between HOMO and LUMO (eV): 4.716

Geometry as XYZ:
```
61
C17H38AlF2N2O ωB97M-V/def2-TZVPD
C 1.288 3.318 -4.755
C 0.810 2.233 -3.981
C -0.111 1.155 -4.467
Al -1.543 1.785 -5.795
F -2.370 0.276 -6.408
C -2.981 2.989 -4.991
C -3.097 2.992 -3.459
O -3.862 3.717 -2.932
F -2.376 2.151 -2.647
H 2.206 3.235 -5.362
H 0.682 4.245 -4.750
H 1.154 2.102 -2.906
H -0.511 0.568 -3.599
H 0.551 0.450 -5.044
H -0.774 2.483 -7.020
H -2.860 4.019 -5.379
H -3.960 2.603 -5.364
C -0.821 0.896 0.071
C -1.507 -0.279 0.753
N -2.397 0.112 1.834
C -2.822 -1.005 2.663
C -3.677 -2.095 2.012
C -3.439 1.069 1.488
C -4.413 0.693 0.367
H -0.290 1.519 0.795
H -0.090 0.529 -0.653
H -1.527 1.522 -0.474
H -0.716 -0.917 1.162
H -2.029 -0.874 -0.010
H -3.351 -0.618 3.540
H -1.921 -1.480 3.068
H -4.701 -1.762 1.845
H -3.730 -2.964 2.674
H -3.262 -2.437 1.062
H -2.957 2.011 1.211
H -4.012 1.315 2.387
H -3.908 0.270 -0.502
H -4.944 1.586 0.030
H -5.170 -0.015 0.708
C 3.147 -2.294 0.023
C 4.062 -2.282 1.240
N 3.952 -1.071 2.034
C 5.015 -0.929 3.018
C 5.091 -1.964 4.144
C 2.617 -0.731 2.501
C 1.878 -1.763 3.358
H 3.307 -1.410 -0.599
H 3.354 -3.175 -0.588
H 2.092 -2.334 0.302
H 5.089 -2.368 0.874
H 3.865 -3.185 1.838
H 4.961 0.071 3.460
H 5.970 -0.945 2.480
H 4.310 -1.811 4.889
H 6.048 -1.869 4.665
H 5.023 -2.988 3.774
H 1.995 -0.511 1.628
H 2.654 0.216 3.047
H 1.952 -2.775 2.956
H 0.815 -1.509 3.400
H 2.241 -1.770 4.386
```

No. 2
C17H38BrN5OS4SbZr | ωB97M-V/def2-TZVPD

Results
Net charge: +2
Multiplicity: 2
Energy relative to the best compared isomer or geometry (same formula, charge and spin) (eV): 0.719
Highest occupied orbital energy (alpha / beta) (Ha): -0.5128 / -0.5082
Molecular weight (u): 749.7
Gap between HOMO and LUMO (alpha / beta) (eV): 8.434 / 6.460

Geometry as XYZ:
```
68
C17H38BrN5OS4SbZr ωB97M-V/def2-TZVPD
Zr -0.021 -0.099 0.985
S 0.927 -3.166 4.004
Sb 1.683 -0.851 3.877
S 2.355 -0.561 1.563
S -0.621 -0.272 3.412
N -0.088 -2.442 0.948
C 0.791 -3.265 0.074
C 0.751 -2.798 -1.368
C -0.660 -2.789 -1.975
C -1.258 -1.403 -2.124
N -1.506 -0.700 -0.830
H 0.131 -2.716 1.912
H -1.065 -2.710 0.814
H 0.495 -4.313 0.142
H 1.800 -3.178 0.469
H 1.403 -3.451 -1.948
H 1.191 -1.797 -1.425
H -1.336 -3.430 -1.398
H -0.641 -3.224 -2.974
H -2.194 -1.463 -2.678
H -0.584 -0.780 -2.712
H -2.212 -1.217 -0.289
H -1.942 0.184 -1.078
N 0.675 2.143 1.729
C -0.396 3.106 2.054
C -1.538 2.898 1.086
N -1.927 1.466 1.149
H 1.292 2.017 2.525
H 1.263 2.485 0.974
H -0.050 4.139 2.028
H -0.739 2.898 3.067
H -1.221 3.122 0.066
H -2.372 3.555 1.329
H -2.724 1.301 0.539
H -2.276 1.266 2.086
C 3.164 4.706 -0.819
C 2.928 3.251 -1.210
C 1.628 3.119 -1.992
S 0.919 1.480 -2.183
O 0.793 0.955 -0.737
C 2.237 0.515 -2.954
C 3.326 -0.044 -2.045
C 4.150 -1.081 -2.806
H 4.107 4.807 -0.283
H 2.367 5.079 -0.170
H 3.209 5.351 -1.698
H 2.898 2.615 -0.321
H 3.757 2.898 -1.824
H 1.709 3.511 -3.011
H 0.815 3.675 -1.513
H 2.629 1.164 -3.744
H 1.705 -0.301 -3.454
H 2.869 -0.498 -1.167
H 3.973 0.751 -1.684
H 3.525 -1.910 -3.149
H 4.928 -1.492 -2.163
H 4.635 -0.642 -3.679
Br -4.042 -3.760 4.884
C -4.254 -2.687 3.360
C -5.480 -2.133 3.032
C -5.561 -1.353 1.889
C -4.420 -1.161 1.133
N -3.229 -1.683 1.451
C -3.161 -2.438 2.548
H -6.348 -2.311 3.654
H -6.500 -0.908 1.588
H -4.471 -0.574 0.219
H -2.195 -2.854 2.816
```

No. 3
C17H39B2BeCl2FN2Na2O14 | ωB97M-V/def2-TZVPD

Results
Highest occupied orbital energy (Ha): -0.2253
Molecular weight (u): 662.0
Gap between HOMO and LUMO (eV): 2.704

Geometry as XYZ:
```
80
C17H39B2BeCl2FN2Na2O14 ωB97M-V/def2-TZVPD
C -2.797 -6.684 4.035
C -2.781 -6.544 2.513
B -2.689 -4.922 2.163
C -3.496 -4.461 0.784
C -4.808 -3.665 0.940
C -4.767 -2.540 1.989
C -5.686 -2.809 3.188
N -4.969 -2.785 4.475
O -1.166 -4.635 1.882
B -0.741 -3.436 2.323
O -0.273 -2.519 1.374
O -0.678 -3.097 3.668
H -2.812 -7.714 4.387
H -1.943 -6.152 4.449
H -3.675 -6.168 4.417
H -3.618 -7.063 2.041
H -1.842 -7.018 2.170
H -3.004 -4.301 3.152
H -3.795 -5.396 0.265
H -2.841 -3.891 0.102
H -4.997 -3.207 -0.033
H -5.634 -4.352 1.106
H -5.179 -1.661 1.497
H -3.755 -2.282 2.286
H -6.227 -3.750 3.064
H -6.450 -2.035 3.240
H -5.523 -3.282 5.162
H -4.114 -3.325 4.394
H 0.458 -2.014 1.753
H -0.990 -2.188 3.766
C -0.176 1.282 -0.815
C -1.464 0.596 -0.462
C -2.528 0.584 -1.532
O -3.734 0.459 -0.762
C -3.491 1.025 0.436
O -4.355 1.254 1.247
O -2.198 1.285 0.600
H -0.356 2.249 -1.292
H 0.412 1.466 0.077
H 0.411 0.665 -1.490
H -1.262 -0.420 -0.110
H -2.434 -0.250 -2.224
H -2.570 1.528 -2.084
Be -3.678 3.087 2.273
C 4.057 5.161 -3.620
C 4.189 3.657 -3.678
O 2.900 3.000 -3.770
C 2.316 3.027 -4.920
O 2.671 3.497 -5.973
O 1.106 2.389 -4.780
C 0.349 2.413 -5.947
H 3.399 5.455 -2.807
H 5.033 5.608 -3.456
H 3.642 5.569 -4.545
H 4.626 3.284 -2.764
H 4.824 3.333 -4.502
H 0.890 2.009 -6.806
H -0.003 3.426 -6.179
H -0.502 1.774 -5.728
C 5.311 5.929 -0.129
O 4.966 6.426 -1.186
N 6.500 5.337 0.083
C 6.854 4.753 1.360
C 7.452 5.281 -1.013
H 4.656 5.915 0.758
H 7.743 5.240 1.767
H 7.058 3.687 1.246
H 6.033 4.879 2.063
H 7.703 6.289 -1.347
H 7.023 4.742 -1.858
H 8.353 4.773 -0.681
F -2.632 -2.203 6.946
O 2.629 0.024 -2.895
Cl 3.430 0.439 -1.755
O 3.936 -0.723 -1.076
O 2.589 1.205 -0.862
O 4.529 1.259 -2.204
Na -1.992 1.429 -6.347
Na -1.549 -5.843 0.157
Cl -1.871 -3.350 6.031
```

No. 4
C17H39FIN5O7P | ωB97M-V/def2-TZVPD

Results
Net charge: +1
Highest occupied orbital energy (Ha): -0.3896
Molecular weight (u): 602.4
Gap between HOMO and LUMO (eV): 5.970

Geometry as XYZ:
```
71
C17H39FIN5O7P ωB97M-V/def2-TZVPD
C -0.012 1.773 2.624
C 0.438 0.350 2.524
O 1.154 -0.132 3.340
N 0.086 -0.465 1.343
C 0.997 -1.619 1.200
P -1.506 -0.958 1.214
N -1.889 -1.024 -0.403
I -2.009 -3.123 2.132
C -2.721 0.285 1.914
O -2.693 1.345 1.404
N -3.660 -0.048 2.956
C -3.003 -0.462 4.115
O -1.940 -0.082 4.472
F -3.723 -1.337 4.783
H -0.301 2.204 1.678
H -0.854 1.806 3.299
H 0.800 2.327 3.065
H 0.998 -2.275 2.061
H 0.722 -2.224 0.345
H 2.019 -1.305 1.041
H -1.114 -0.625 -0.930
H -2.028 -1.981 -0.710
H -4.287 -0.798 2.659
C 7.104 -5.475 -1.537
O 6.541 -5.797 -0.278
C 7.391 -5.509 0.828
C 6.797 -4.410 1.680
N 6.825 -3.132 0.977
C 6.081 -2.066 1.636
C 4.570 -2.229 1.758
O 3.880 -2.196 0.512
C 3.777 -3.448 -0.152
H 6.416 -5.829 -2.303
H 7.239 -4.394 -1.659
H 8.067 -5.973 -1.678
H 8.397 -5.246 0.494
H 7.465 -6.419 1.430
H 7.373 -4.320 2.604
H 5.775 -4.716 1.943
H 6.449 -3.263 0.047
H 6.271 -1.146 1.079
H 6.495 -1.919 2.638
H 4.197 -1.372 2.328
H 4.288 -3.123 2.324
H 3.729 -4.280 0.554
H 4.606 -3.605 -0.843
H 2.859 -3.437 -0.743
C -7.195 4.790 -4.187
O -6.403 5.601 -3.338
C -6.684 5.443 -1.954
C -5.498 4.834 -1.238
N -5.306 3.442 -1.632
C -4.065 2.849 -1.152
C -2.749 3.408 -1.686
O -2.536 3.168 -3.061
C -3.069 4.144 -3.944
H -6.965 5.071 -5.213
H -6.972 3.726 -4.056
H -8.261 4.958 -4.010
H -7.585 4.845 -1.798
H -6.867 6.439 -1.541
H -5.669 4.879 -0.159
H -4.621 5.453 -1.470
H -5.323 3.385 -2.642
H -4.097 1.786 -1.413
H -4.051 2.909 -0.060
H -1.941 2.881 -1.166
H -2.623 4.471 -1.454
H -3.069 5.140 -3.495
H -4.082 3.888 -4.262
H -2.438 4.164 -4.832
```

No. 5
C17H39GeN2O4PSSeTi | ωB97M-V/def2-TZVPD

Results
Net charge: +1
Multiplicity: 2
Energy relative to the best compared isomer or geometry (same formula, charge and spin) (eV): 1.147
Highest occupied orbital energy (alpha / beta) (Ha): -0.3497 / -0.3483
Molecular weight (u): 598.0
Gap between HOMO and LUMO (alpha / beta) (eV): 7.621 / 7.434

Geometry as XYZ:
```
67
C17H39GeN2O4PSSeTi ωB97M-V/def2-TZVPD
Ti -0.045 -0.201 0.434
C 2.197 1.107 2.805
Ge 2.763 -0.194 1.434
C 4.641 0.137 1.159
C 2.610 -1.895 2.404
C 1.715 -0.150 -0.263
H 2.650 0.798 3.752
H 1.123 1.163 2.945
H 2.556 2.117 2.571
H 5.161 0.025 2.121
H 4.795 1.157 0.789
H 5.073 -0.566 0.437
H 2.827 -1.709 3.467
H 3.329 -2.638 2.043
H 1.617 -2.328 2.320
H 2.357 -0.181 -1.143
C 0.627 4.085 0.197
S 1.089 2.357 -0.073
C 0.571 2.414 -1.773
O -0.107 1.701 0.730
H -0.460 4.190 0.106
H 1.155 4.722 -0.525
H 0.943 4.339 1.216
H 1.268 3.060 -2.312
H -0.442 2.817 -1.795
H 0.597 1.411 -2.164
C -1.470 -2.291 -3.107
N -0.103 -2.768 -2.863
C 0.820 -3.043 -3.870
C 1.944 -3.438 -3.258
N 1.690 -3.402 -1.890
C 2.679 -3.732 -0.859
C 0.442 -2.964 -1.653
Se -0.431 -2.825 0.005
H -1.800 -2.669 -4.070
H -1.503 -1.209 -3.110
H -2.119 -2.667 -2.326
H 0.580 -2.950 -4.919
H 2.892 -3.759 -3.664
H 3.496 -4.275 -1.329
H 2.220 -4.342 -0.091
H 3.038 -2.828 -0.416
C -6.293 -1.558 -0.607
C -4.853 -1.483 -1.045
O -4.161 -0.534 -0.169
P -2.626 -0.175 -0.438
O -2.197 -0.008 1.179
C -2.605 -0.987 2.205
C -1.534 -1.088 3.253
O -2.681 1.361 -0.846
C -3.708 2.298 -0.397
C -4.783 2.425 -1.441
H -6.830 -2.290 -1.220
H -6.783 -0.586 -0.715
H -6.357 -1.865 0.440
H -4.781 -1.145 -2.083
H -4.371 -2.457 -0.969
H -2.799 -1.945 1.742
H -3.529 -0.629 2.632
H -0.596 -1.457 2.847
H -1.845 -1.791 4.026
H -1.354 -0.119 3.716
H -3.196 3.241 -0.239
H -4.112 1.967 0.555
H -4.349 2.690 -2.410
H -5.490 3.210 -1.149
H -5.336 1.487 -1.549
```

No. 6
C17H39IN6O4P | ωB97M-V/def2-TZVPD

Results
Net charge: +1
Highest occupied orbital energy (Ha): -0.4156
Molecular weight (u): 549.4
Gap between HOMO and LUMO (eV): 9.026

Geometry as XYZ:
```
68
C17H39IN6O4P ωB97M-V/def2-TZVPD
C 2.576 -1.255 0.769
C 1.167 -1.735 0.395
C 1.006 -1.894 -1.117
C 0.156 -0.768 1.008
N -1.239 -1.021 0.591
C -1.697 -2.412 0.797
C -3.215 -2.595 0.549
C -3.788 -1.442 -0.278
P -5.303 -1.852 -1.329
O -4.687 -2.992 -2.321
I -6.573 -3.193 0.289
N -2.761 -0.968 -1.232
C -1.708 -0.400 -0.494
N -1.304 0.779 -0.913
H 2.865 -1.582 1.768
H 3.314 -1.663 0.077
H 2.653 -0.167 0.730
H 1.032 -2.724 0.843
H 1.838 -2.473 -1.516
H 0.096 -2.433 -1.397
H 0.965 -0.926 -1.624
H 0.191 -0.860 2.097
H 0.446 0.257 0.789
H -1.141 -3.088 0.153
H -1.492 -2.645 1.840
H -3.338 -3.525 -0.014
H -3.767 -2.736 1.474
H -4.096 -0.602 0.345
H -3.800 -3.317 -2.146
H -2.401 -1.734 -1.806
H -1.726 1.116 -1.759
H -0.665 1.409 -0.426
C -2.356 -0.474 -5.009
C -1.267 -1.476 -4.719
O -1.458 -2.439 -3.983
N -0.061 -1.282 -5.296
C 0.345 -0.217 -6.196
H -3.252 -0.789 -4.481
H -2.065 0.518 -4.658
H -2.580 -0.410 -6.073
H 0.617 -1.991 -5.064
H 0.658 -0.630 -7.155
H 1.181 0.341 -5.772
H -0.477 0.468 -6.370
C 2.074 4.190 -0.394
C 1.091 3.446 0.467
O 0.797 2.263 0.234
N 0.545 4.090 1.507
C 0.775 5.462 1.937
H 2.419 3.525 -1.179
H 1.605 5.063 -0.848
H 2.932 4.517 0.194
H -0.097 3.528 2.046
H 1.173 5.473 2.951
H -0.160 6.020 1.924
H 1.484 5.952 1.280
C 2.206 1.332 3.804
C 3.351 1.248 4.790
O 4.186 2.130 4.863
N 3.413 0.152 5.589
C 2.510 -0.982 5.635
H 2.308 2.260 3.249
H 2.236 0.499 3.100
H 1.245 1.332 4.321
H 4.198 0.159 6.221
H 2.061 -1.076 6.624
H 3.044 -1.907 5.411
H 1.714 -0.859 4.908
```